Entry 1:
Computed, not measured: a single C29H33N3O5S molecule, with ωB97M-V with the def2-TZVPD basis set.

Computed properties:
Energy above the lowest of the compared OMol25 structures with the same formula, charge and spin (kJ/mol): 19.9
LUMO level (eV): -0.615
Gap between HOMO and LUMO (eV): 7.9
Charge: 0

XYZ file:
```
71
Properties=species:S:1:pos:R:3:lowdin_charge:R:1
C -1.98 -3.53 -1.84 -0.04
C -3.18 -2.83 -1.30 -0.29
C -3.75 -1.78 -2.00 -0.05
C -4.84 -1.10 -1.49 -0.05
C -5.40 -1.46 -0.27 -0.26
C -6.52 -0.65 0.33 -0.13
C -5.99 0.17 1.52 -0.16
N -4.78 0.87 1.18 0.08
C -4.69 2.21 1.05 -0.47
O -5.59 2.97 1.33 0.06
C -3.33 2.68 0.52 -0.21
C -2.20 2.20 1.45 -0.13
C -0.83 2.33 0.79 -0.18
N -0.79 1.77 -0.55 -0.23
S -0.86 0.09 -0.59 0.70
O -0.90 -0.28 -1.98 -0.27
O -1.87 -0.47 0.27 -0.28
C 0.75 -0.33 0.07 -0.26
C 0.86 -1.27 1.10 -0.04
C 2.10 -1.61 1.57 0.01
C 3.25 -1.01 1.03 -0.20
N 4.45 -1.39 1.51 0.17
C 5.55 -0.87 1.02 -0.20
C 5.55 0.11 0.00 -0.06
C 4.34 0.52 -0.51 -0.01
C 4.29 1.54 -1.59 -0.48
O 4.90 1.48 -2.63 0.14
O 3.49 2.58 -1.29 0.13
C 3.13 -0.04 -0.01 -0.06
C 1.84 0.27 -0.49 0.02
C 6.84 0.67 -0.53 -0.13
C 8.03 0.39 0.38 -0.19
C 8.04 -1.08 0.77 -0.20
C 6.82 -1.36 1.64 -0.13
C -1.75 2.40 -1.43 -0.18
C -3.17 2.18 -0.92 -0.12
C -4.85 -2.53 0.42 -0.04
C -3.76 -3.21 -0.09 -0.04
H -2.23 -4.09 -2.74 0.08
H -1.23 -2.79 -2.11 0.06
H -1.55 -4.21 -1.11 0.08
H -3.31 -1.47 -2.93 0.12
H -5.26 -0.27 -2.04 0.11
H -7.32 -1.29 0.68 0.12
H -6.92 0.04 -0.42 0.12
H -6.72 0.92 1.83 0.12
H -5.79 -0.50 2.37 0.12
H -4.01 0.28 0.87 0.11
H -3.35 3.78 0.52 0.15
H -2.35 1.16 1.71 0.09
H -2.22 2.79 2.37 0.13
H -0.53 3.38 0.70 0.13
H -0.07 1.81 1.38 0.12
H -0.05 -1.70 1.49 0.11
H 2.23 -2.34 2.35 0.12
H 3.48 3.22 -2.02 0.14
H 1.69 0.98 -1.29 0.12
H 6.74 1.75 -0.70 0.12
H 7.02 0.22 -1.51 0.13
H 8.96 0.65 -0.14 0.11
H 7.97 1.01 1.28 0.12
H 8.95 -1.33 1.32 0.11
H 8.01 -1.70 -0.12 0.12
H 6.71 -2.43 1.85 0.12
H 6.94 -0.86 2.61 0.13
H -1.50 3.46 -1.49 0.13
H -1.62 1.94 -2.41 0.12
H -3.88 2.71 -1.56 0.13
H -3.38 1.11 -0.98 0.08
H -5.28 -2.84 1.36 0.11
H -3.34 -4.03 0.47 0.11
```

---

Entry 2:
Computed, not measured: a gas-phase ion, C29H33N4O4S2 (charge +1), with ωB97M-V with the def2-TZVPD basis set.

Computed properties:
Energy above the lowest of the compared OMol25 structures with the same formula, charge and spin (kJ/mol): 41.2
LUMO level (eV): -2.983
Gap between HOMO and LUMO (eV): 7.5
Charge: +1

XYZ file:
```
72
Properties=species:S:1:pos:R:3:lowdin_charge:R:1
C 4.24 5.86 -4.43 -0.05
H 4.62 5.44 -5.37 0.11
O 3.79 4.83 -3.56 -0.12
C 4.69 3.90 -3.15 -0.20
C 6.03 3.89 -3.50 0.00
C 6.89 2.89 -3.05 -0.05
C 6.44 1.85 -2.26 -0.08
C 5.10 1.85 -1.91 -0.41
C 4.22 2.86 -2.33 -0.16
N 2.93 2.66 -1.87 0.16
C 2.80 1.54 -1.17 -0.43
N 1.62 1.06 -0.70 0.01
C 1.65 -0.12 0.03 -0.37
O 2.72 -0.64 0.26 0.01
C 0.36 -0.71 0.47 -0.15
C -0.56 -1.17 -0.47 -0.02
C -1.72 -1.79 -0.03 -0.03
C -1.95 -1.93 1.32 -0.24
C -1.03 -1.49 2.26 -0.02
C 0.14 -0.89 1.83 0.02
H 0.87 -0.55 2.54 0.13
H -1.25 -1.62 3.30 0.13
S -3.48 -2.71 1.90 0.68
O -4.31 -2.89 0.75 -0.27
O -3.96 -1.92 2.99 -0.26
N -2.84 -4.12 2.50 -0.23
C -3.28 -4.57 3.80 -0.14
C -4.33 -5.65 3.75 -0.15
C -4.97 -6.02 4.93 -0.04
C -5.92 -7.02 4.93 -0.08
C -6.26 -7.65 3.75 -0.08
C -5.63 -7.28 2.57 -0.03
C -4.66 -6.28 2.56 -0.17
C -4.01 -5.89 1.26 -0.12
C -2.68 -5.18 1.52 -0.18
H -1.94 -5.88 1.91 0.14
H -2.30 -4.72 0.60 0.12
H -4.67 -5.20 0.73 0.11
H -3.85 -6.76 0.63 0.13
H -5.89 -7.78 1.65 0.11
H -7.01 -8.43 3.74 0.10
H -6.41 -7.30 5.85 0.10
H -4.70 -5.52 5.85 0.12
H -2.40 -4.94 4.34 0.14
H -3.66 -3.69 4.32 0.12
H -2.46 -2.15 -0.73 0.12
H -0.36 -1.08 -1.52 0.13
C 0.41 1.85 -0.88 -0.10
H -0.45 1.21 -0.70 0.12
H 0.38 2.18 -1.93 0.14
C 0.37 3.07 0.06 -0.12
H 1.33 3.18 0.56 0.12
C 0.05 4.34 -0.73 -0.19
N 1.16 4.68 -1.63 -0.31
C 2.05 5.65 -1.00 -0.06
H 2.90 5.84 -1.65 0.08
H 1.54 6.61 -0.82 0.10
H 2.41 5.26 -0.05 0.10
C 0.68 5.18 -2.92 -0.06
H 0.04 4.43 -3.38 0.09
H 1.53 5.35 -3.56 0.07
H 0.12 6.11 -2.81 0.10
H 2.18 3.45 -1.89 0.12
H -0.86 4.17 -1.31 0.13
H -0.15 5.16 -0.04 0.13
H -0.39 2.93 0.82 0.12
S 4.26 0.66 -0.95 1.26
H 7.10 1.07 -1.93 0.12
H 7.93 2.92 -3.35 0.12
H 6.44 4.67 -4.12 0.11
H 5.01 6.47 -3.96 0.11
H 3.37 6.47 -4.64 0.10
```

---

Entry 3:
Computed, not measured: a molecular structure, C29H34AuN6S, with ωB97M-V with the def2-TZVPD basis set.

Computed properties:
Energy above the lowest of the compared OMol25 structures with the same formula, charge and spin (kJ/mol): 0.0
LUMO level (eV): -2.999
Gap between HOMO and LUMO (eV): 6.8
Charge: +1

XYZ file:
```
71
Properties=species:S:1:pos:R:3:lowdin_charge:R:1
Au -0.19 0.80 0.42 1.37
C -0.64 -0.08 -3.04 -0.21
C -1.34 -1.21 -2.28 -0.19
C -2.42 -0.72 -1.35 -0.22
N -1.91 -0.30 -0.03 -0.09
C -2.78 -0.32 0.97 -0.25
C -4.16 -0.57 0.79 -0.01
C -5.11 -1.00 1.69 -0.06
C -4.97 -1.34 3.03 -0.08
C -3.85 -1.14 3.79 -0.06
C -2.65 -0.50 3.47 -0.01
C -2.22 0.04 2.26 -0.25
N -1.16 0.86 2.15 -0.13
C -0.28 1.18 3.27 -0.22
C 0.15 2.64 3.28 -0.16
C 0.32 3.25 1.89 -0.22
N 0.96 2.34 0.94 -0.12
C 1.85 2.76 0.02 -0.21
C 2.32 4.08 -0.04 0.00
C 3.39 4.64 -0.72 -0.06
C 4.32 4.05 -1.54 -0.08
C 4.29 2.73 -1.97 -0.05
C 3.35 1.74 -1.75 0.00
C 2.17 1.73 -0.97 -0.21
N 1.29 0.73 -1.00 -0.11
C 1.52 -0.45 -1.84 -0.23
C 0.85 -0.34 -3.20 -0.18
H -1.12 0.08 -4.01 0.12
H -0.76 0.86 -2.49 0.09
H -1.75 -1.93 -2.98 0.12
H -0.64 -1.76 -1.65 0.08
H -2.98 0.11 -1.81 0.13
H -3.13 -1.53 -1.17 0.12
H -4.52 -0.42 -0.22 0.10
H -6.10 -1.13 1.27 0.12
H -5.83 -1.77 3.52 0.11
H -3.90 -1.49 4.82 0.11
H -1.95 -0.42 4.29 0.10
H -0.79 0.98 4.21 0.10
H 0.59 0.52 3.24 0.11
H -0.59 3.26 3.80 0.12
H 1.08 2.71 3.84 0.12
H -0.65 3.55 1.49 0.12
H 0.91 4.16 2.00 0.10
H 1.78 4.78 0.57 0.09
H 3.53 5.70 -0.54 0.12
H 5.13 4.67 -1.90 0.11
H 5.10 2.43 -2.62 0.12
H 3.54 0.84 -2.30 0.09
H 2.58 -0.64 -1.96 0.10
H 1.15 -1.31 -1.27 0.07
H 1.32 0.45 -3.78 0.12
H 1.01 -1.28 -3.74 0.12
N 1.94 -4.38 1.51 0.11
C 0.68 -3.98 1.31 -0.90
S 0.20 -2.39 1.56 0.60
N -0.22 -4.91 0.91 0.04
C -0.03 -6.30 0.68 -0.25
C -0.95 -7.19 1.22 -0.02
C -0.81 -8.55 0.98 -0.07
C 0.24 -9.02 0.21 -0.08
C 1.15 -8.13 -0.34 -0.07
C 1.01 -6.76 -0.12 -0.04
H 2.57 -3.71 1.91 0.10
H 2.19 -5.36 1.53 0.10
H -1.17 -4.57 0.95 0.12
H -1.76 -6.82 1.83 0.12
H -1.53 -9.24 1.40 0.11
H 0.35 -10.08 0.03 0.11
H 1.96 -8.49 -0.96 0.11
H 1.68 -6.07 -0.60 0.12
```